1.
Density functional theory data (ωB97M-V with the def2-TZVPD basis set) for a 6-piece molecular cluster, C8H36B2N2O4 overall in a non-equilibrium geometry.

XYZ file:
```
52
Properties=species:S:1:pos:R:3:nbo_charge:R:1
C 2.4342 3.0958 -3.3153 -0.066
H 1.4530 -1.8236 0.8630 0.586
H -3.0873 -1.4292 -0.4941 0.212
H -4.2511 -0.8454 -1.6036 0.210
C -4.1603 -1.2726 -0.6049 -0.624
H -4.5075 0.6943 0.2903 0.197
B 2.8335 -4.5165 -0.6150 -0.878
H 1.1810 4.9319 -3.7788 0.228
C -6.3263 -0.4454 0.5422 -0.085
H 2.8053 -2.4867 4.5086 -0.067
H -6.6784 -1.4097 0.9086 0.169
H -4.5452 -1.4708 2.0744 0.342
H 1.4835 -0.9060 2.1430 0.591
H 1.4336 -1.6025 5.0996 -0.025
C 4.2208 5.3876 -2.6208 -0.262
O 3.0295 5.0769 -1.9243 -0.526
O 5.4501 -5.3618 2.8244 -0.735
N -4.0396 -0.7027 1.6566 -0.811
H 3.5617 2.9643 -1.4880 0.167
H -8.0267 -0.3705 2.4236 0.156
H -4.3357 -0.0511 2.3692 0.353
H 2.4974 -4.1778 -1.5828 0.007
C -8.1233 0.4561 1.7197 -0.238
C 2.8030 3.6269 -1.9045 -0.075
H 4.2958 5.2669 -3.7015 0.165
H 2.8112 -0.7245 4.4719 -0.049
H -4.4995 -2.3075 -0.6494 0.209
H -6.7602 -0.3473 -0.4529 0.180
H 2.9426 -1.5915 6.0258 0.005
H 4.6816 -4.8316 3.0479 0.584
H 4.4102 6.4564 -2.5208 0.192
H 1.9383 3.4045 -1.2792 0.194
O 1.1016 -1.0287 1.2709 -0.760
O -6.8751 0.6894 1.2640 -0.544
H 3.0697 1.2169 -2.9093 0.357
H 3.5604 -3.8194 -0.2278 -0.059
H 5.0864 4.8459 -2.2395 0.164
H 1.9904 -4.5568 0.0571 -0.044
C 1.1687 3.8483 -3.8960 -0.627
B 2.5107 -1.5932 5.0370 -0.849
H 6.2278 -4.8149 2.6915 0.564
H -8.4774 1.3024 2.3084 0.189
C -4.7642 -0.3423 0.5084 -0.071
H 1.0562 3.6381 -4.9596 0.201
H 3.3099 -5.4705 -0.7801 -0.015
H 1.9582 1.3105 -4.0697 0.361
H -8.8810 0.2854 0.9550 0.159
H 0.2236 3.5673 -3.4312 0.208
H 5.2547 -5.7293 1.9594 0.574
N 2.2220 1.6976 -3.1749 -0.840
H 0.1416 -1.0201 1.2801 0.567
H 3.1907 3.2863 -4.0765 0.159
```

HOMO-LUMO gap   6.6194 eV
Multiplicity   1
E_LUMO   -1.7735 eV
Total charge   0
Relative energy (zero: lowest compared OMol25 entry of this formula, charge and spin)   206.1 kcal per mole
HOMO level   -8.39 eV

2.
Density functional theory data (ωB97M-V with the def2-TZVPD basis set) for C8H3Br4Cl3NO2SiTa as an isolated structure in a non-equilibrium geometry.

XYZ file:
```
23
Properties=species:S:1:pos:R:3:nbo_charge:R:1
C -0.6836 -4.3415 -0.0284 -0.169
C 2.6421 1.8471 1.7204 0.635
Cl -0.7866 -3.7718 -3.5873 -0.157
Si 0.9435 -3.0393 -3.0807 1.504
C -0.1641 -2.0412 0.3245 0.194
H 4.5095 2.7264 1.8706 0.307
H 3.3768 3.0956 3.2004 0.308
C 0.2408 -3.3592 0.3704 -0.188
Br -3.1895 -5.3081 -0.9811 0.195
Ta -0.1915 0.7616 0.3071 1.756
C 3.7402 2.3177 2.5275 -0.759
H 4.1420 1.4830 3.1028 0.305
Cl 1.0345 -1.1839 -2.4223 -0.221
O 0.5966 -0.9669 0.6693 -0.708
C -2.3489 -2.6415 -0.5644 -0.174
O -1.5657 -0.3297 -0.2646 -0.714
Br 1.9895 -3.7360 0.9309 0.171
Cl 2.5761 -4.0775 -3.2592 -0.149
N 1.7795 1.4617 1.0647 -0.614
Br -0.1621 -6.1401 0.0260 0.192
Br -3.9829 -2.0649 -1.2514 0.204
C -1.4203 -1.7012 -0.1844 0.249
C -1.9661 -3.9909 -0.4638 -0.166
```

HOMO-LUMO gap (alpha / beta)   6.6190 / 6.6600 eV
Multiplicity   1
E_LUMO (alpha / beta)   -7.8252 / -7.8172 eV
Total charge   +2
Relative energy (zero: lowest compared OMol25 entry of this formula, charge and spin)   42.8 kcal per mole
HOMO level (alpha / beta)   -14.44 / -14.48 eV

3.
Density functional theory data (ωB97M-V with the def2-TZVPD basis set) for a 14-piece molecular cluster, C8H42BBrFO16 overall.

XYZ file:
```
69
Properties=species:S:1:pos:R:3:nbo_charge:R:1
H -3.3986 1.2413 -0.2681 0.205
H 1.4104 2.7687 1.5781 0.206
H -3.2928 -0.7764 2.6334 0.467
H -3.2070 -3.6953 -2.8277 0.484
H -2.5502 -0.6758 -1.2898 0.209
O 6.6678 0.4742 -1.2879 -0.965
O 6.1829 3.1627 2.0380 -0.959
C -2.5941 1.1245 0.4648 -0.730
H -2.3237 0.4702 -3.7661 0.457
H 1.0533 3.0880 -0.1672 0.157
F 0.9914 0.2490 1.5232 -0.430
C 2.8464 -0.7656 -0.1073 -0.430
H -1.3652 2.4902 -1.0726 -0.143
C -2.5374 -0.3386 0.8405 0.104
H 7.5457 1.5206 1.9345 0.488
O 2.7228 3.7628 3.2166 -0.951
H 3.3611 -0.7192 0.8535 0.213
O -0.1176 0.7160 -0.4097 -0.712
H 2.0439 0.6437 -1.5079 0.227
O -0.5557 2.5500 1.0311 -0.728
O -5.1597 -3.6058 -0.4087 -0.951
H -5.3761 0.9039 0.8803 0.509
H 7.5030 0.4420 0.8508 0.476
H 2.5011 -5.7965 -1.3452 0.467
H -3.2810 -4.5241 -1.5702 0.483
H 5.7527 3.2376 1.1793 0.477
O 2.9405 -5.1872 -0.7462 -0.955
H 1.1545 -1.8092 -0.9823 0.214
O -5.8744 1.2426 0.1241 -0.974
C 0.9816 1.0286 0.3017 0.541
H -3.0605 -1.5989 -4.3180 0.470
H -0.5071 6.2700 2.2266 0.468
H -6.8092 1.7063 -1.6591 0.494
O -1.8224 1.2658 -3.5647 -0.955
H -1.9090 -2.0436 -0.3902 0.203
O -7.5613 2.0357 -2.1701 -0.961
H 2.6761 -4.1124 1.9665 0.487
C -2.6638 -1.2547 -0.3758 -0.635
H 5.9824 0.8985 -0.7537 0.481
H 2.3586 -2.8656 -0.2420 0.224
O 7.8126 0.6116 1.7463 -0.970
C 0.8052 2.4787 0.7211 -0.129
H 5.4448 3.1352 2.6578 0.487
H 2.0591 4.4458 3.3753 0.486
H 2.7216 3.2308 4.0184 0.470
O -3.6543 -0.6714 1.7425 -0.790
C 2.2500 0.5879 -0.4421 -0.162
H -1.7482 -2.1658 -3.7716 0.486
O -2.6205 -1.8564 -3.5004 -0.942
H -1.4242 1.0824 -2.7002 0.496
H -5.5576 -2.9799 0.2056 0.484
H -3.6461 -1.7214 -0.3717 0.217
B -1.2027 1.7750 -0.0710 0.630
H 1.2211 -1.9333 0.7621 0.224
C 1.8360 -1.9146 -0.1351 -0.626
H -0.0729 4.8231 2.2653 0.492
H 3.2477 -5.2719 2.8012 0.469
O -3.0212 -4.5852 -2.4982 -0.975
H -6.5315 1.8601 0.4583 0.469
O -0.2404 5.5821 2.8445 -0.961
H -7.4244 1.6805 -3.0527 0.462
H 3.6116 -0.9633 -0.8624 0.203
H -2.8853 1.6964 1.3543 0.212
H 3.0777 -5.6634 0.0815 0.487
O 2.5884 -5.0578 2.1345 -0.952
H 6.3480 0.5722 -2.1897 0.473
H -1.6136 -0.5527 1.3835 0.174
Br 3.6914 1.9498 -0.2335 -0.117
H -5.7816 -3.6987 -1.1363 0.470
```

HOMO-LUMO gap   7.4931 eV
Multiplicity   1
E_LUMO   2.1174 eV
Total charge   -1
Relative energy (zero: lowest compared OMol25 entry of this formula, charge and spin)   0.0 kcal per mole
HOMO level   -5.38 eV

4.
Density functional theory data (ωB97M-V with the def2-TZVPD basis set) for C8H4AsF5N4OPdS4 as an isolated structure.

XYZ file:
```
28
Properties=species:S:1:pos:R:3:nbo_charge:R:1
C 0.5567 1.9029 2.6361 0.263
C 0.8262 -0.5649 2.5745 0.282
F 0.9933 0.7716 0.6242 -0.333
C 0.3426 1.8960 4.0046 0.166
H -1.3147 2.7867 -2.7017 0.399
C -1.5424 0.8099 -2.3866 0.658
O 1.0379 -1.6262 1.9239 -0.734
H -1.6166 -1.1762 -2.3732 0.429
N -1.8000 1.0495 -1.1005 -0.675
N -1.2046 1.8880 -3.1341 -0.786
S -0.0125 -3.1182 -2.0308 -0.519
S 2.3111 -1.2581 -1.7994 -0.474
As 1.5523 -2.4929 -3.4883 0.965
N -1.8026 -0.9843 0.3289 -0.525
F 0.1211 3.0508 4.6853 -0.328
H -0.9336 -0.5784 -3.7847 0.442
C 0.5992 -0.5011 3.9806 0.206
N -1.5716 -0.3741 -2.9926 -0.842
F 0.6058 -1.6496 4.6951 -0.324
Pd 0.4260 -1.4299 -0.5849 0.587
H -1.2168 1.8155 -4.1351 0.397
S 0.7341 -1.3203 -5.0790 -0.819
F 0.5414 3.0774 1.9731 -0.318
C -1.8256 -0.0307 -0.3458 0.459
F 0.1650 0.6512 5.9974 -0.325
S 2.8687 -3.9960 -4.1124 -0.750
C 0.3689 0.6759 4.6598 0.263
C 0.7906 0.7256 1.9658 0.236
```

HOMO-LUMO gap   6.7568 eV
Multiplicity   1
E_LUMO   4.7105 eV
Total charge   -2
Relative energy (zero: lowest compared OMol25 entry of this formula, charge and spin)   0.0 kcal per mole
HOMO level   -2.05 eV

5.
Density functional theory data (ωB97M-V with the def2-TZVPD basis set) for a 2-piece molecular cluster, C8H4BrF2NS overall in a non-equilibrium geometry.

XYZ file:
```
17
Properties=species:S:1:pos:R:3:nbo_charge:R:1
F -6.8746 -1.7140 0.1536 -0.317
C -0.8388 1.1837 -0.3736 -0.203
C 0.7793 -0.5329 0.1585 -0.213
C 0.4695 0.7713 -0.2213 -0.208
C -6.4632 -0.6032 -0.4418 0.633
C -0.2119 -1.4659 0.3990 -0.204
C -1.5247 -1.0620 0.2434 -0.219
H 1.8135 -0.8255 0.2625 0.217
H 0.0238 -2.4760 0.6935 0.221
F -6.6020 -0.7071 -1.7539 -0.311
N -3.2058 0.4638 -0.2838 -0.482
C -1.8489 0.2599 -0.1455 0.096
S -3.0001 -2.0107 0.4276 0.378
C -3.8312 -0.5860 -0.0273 0.063
H 1.2738 1.4668 -0.4105 0.217
H -1.0959 2.1864 -0.6743 0.229
Br -7.1550 0.9812 0.2985 0.104
```

HOMO-LUMO gap   7.3738 eV
Multiplicity   1
E_LUMO   -1.3197 eV
Total charge   0
Relative energy (zero: lowest compared OMol25 entry of this formula, charge and spin)   0.0 kcal per mole
HOMO level   -8.69 eV

- Which value of multiplicity does entry 1 give?
  1

- Which value of total charge does entry 4 give?
  -2